No. 1
14
Properties=species:S:1:pos:R:3:forces:R:3 method="wB97M-V/def2-TZVPD" e_above_lowest_kj_mol=113.5 energy_ha=-212.50796 spin_multiplicity=1 gap_ev=10.6 lumo_energy_ev=1.237
C -0.3319 0.4266 -0.3758 -0.2 1.0 0.0
C -0.0449 -1.0532 -0.4750 1.5 -0.6 -4.1
C -0.2135 -1.1831 0.9908 -0.9 -1.9 1.8
C 0.0763 0.2681 1.0747 3.1 1.9 2.2
H 1.3401 1.3191 -1.0336 -0.3 0.5 -0.1
H -0.0219 2.3314 -0.9953 0.9 -0.9 -0.4
H -1.4362 0.5545 -0.3234 0.6 0.3 -0.6
H -0.5748 -1.5898 -1.3195 0.4 0.1 1.3
H 1.0957 -1.1297 -0.6918 -1.8 -0.1 0.2
H 0.5363 -1.8359 1.4351 -0.3 -0.1 0.3
H -1.2084 -1.4141 1.4113 0.3 -0.2 -0.6
H 1.2183 0.3259 1.2846 -1.5 0.3 -0.9
H -0.3170 0.9057 1.8680 -0.5 -0.1 -0.1
N 0.3503 1.3975 -1.2748 -1.3 -0.2 1.1

No. 2
56
Properties=species:S:1:pos:R:3:forces:R:3 method="wB97M-V/def2-TZVPD" energy_ha=-2457.75030 spin_multiplicity=1 total_charge=-1 gap_ev=8.4 lumo_energy_ev=2.471
C 3.6371 1.8766 -2.4582 0.0 0.2 -0.1
C 3.9343 3.3509 -2.5922 0.2 -0.2 -0.2
O 5.0124 3.7328 -2.9527 0.5 0.3 -0.3
O 2.9682 4.2655 -2.3671 0.1 -0.2 0.8
C 2.0439 3.9237 -1.2969 -0.5 -0.1 -0.8
C 1.1955 5.1561 -0.9895 0.1 -0.3 0.4
C -0.2694 5.0257 -1.4218 0.1 0.7 0.2
C -0.5113 5.0466 -2.9328 0.1 -0.5 0.0
C -0.0675 3.8185 -3.7414 -0.1 0.5 0.4
S -0.8744 2.2709 -3.3807 -0.3 -1.3 -1.6
O -2.2880 2.4088 -3.6549 -0.2 0.8 0.8
O -0.2544 1.3313 -4.2999 0.6 0.1 0.2
N -0.4893 1.9449 -1.8631 -0.5 0.2 0.0
S -0.6168 0.4330 -1.3923 0.7 -0.1 -0.4
O 0.6888 -0.1882 -1.3315 0.1 0.0 0.4
O -1.6465 -0.3359 -2.0403 -0.3 0.0 0.1
H 4.5928 1.3661 -2.5302 0.0 0.0 0.2
H 3.1177 1.6321 -1.5360 -0.1 -0.2 -0.1
H 3.0364 1.5454 -3.3082 -0.3 0.1 0.1
H 1.4163 3.1161 -1.6677 -0.1 0.0 0.3
H 2.5683 3.5319 -0.4240 0.3 0.3 0.0
H 1.2155 5.3045 0.0943 -0.1 0.0 0.0
H 1.6808 6.0414 -1.4072 0.0 -0.1 -0.2
H -0.7951 5.8985 -1.0173 0.0 0.0 0.0
H -0.6917 4.1581 -0.9197 -0.1 -0.1 -0.3
H -1.5719 5.1940 -3.1468 0.0 0.0 0.1
H 0.0154 5.9104 -3.3523 0.0 0.0 0.0
H -0.3293 4.0019 -4.7839 -0.1 -0.3 0.0
H 1.0036 3.6337 -3.7195 0.0 0.0 0.1
H -0.9939 0.5915 -0.1025 0.0 0.2 -0.1
O -1.8531 -2.4378 3.0955 2.3 1.3 -0.5
P -1.2035 -3.6407 2.5375 -3.5 -4.2 0.6
O -2.0193 -4.1148 1.2391 0.5 0.4 0.2
C -2.0335 -3.2416 0.0919 0.0 0.2 -0.5
C -0.6765 -3.1486 -0.5736 0.1 -0.1 0.2
O -1.6185 -4.8213 3.5856 0.4 0.1 -0.1
C -2.3293 -4.5234 4.7808 -0.3 0.1 0.1
C -3.8312 -4.5614 4.5678 -0.1 -0.2 0.0
O 0.2069 -4.3783 2.2092 0.4 2.5 0.1
C 1.4406 -3.6801 2.4696 0.3 0.2 0.0
C 1.5413 -3.1864 3.9002 -0.2 0.0 0.1
H -2.3871 -2.2509 0.3853 0.0 0.0 0.1
H -2.7621 -3.6575 -0.6017 -0.1 -0.1 0.1
H 0.0208 -2.5774 0.0460 0.0 0.1 -0.1
H -0.7492 -2.6399 -1.5322 0.0 0.1 0.1
H -0.2494 -4.1419 -0.7230 -0.1 0.0 0.0
H -2.0156 -3.5602 5.1835 0.0 0.1 -0.1
H -2.0420 -5.2804 5.5140 0.1 -0.1 -0.1
H -4.1201 -4.0362 3.6585 0.1 0.2 0.1
H -4.3523 -4.1141 5.4162 0.0 0.0 0.0
H -4.1734 -5.5929 4.4628 0.0 0.0 0.0
H 1.5419 -2.8465 1.7700 0.0 0.0 0.0
H 2.2454 -4.3821 2.2573 -0.1 -0.1 -0.1
H 0.7608 -2.4525 4.1229 0.1 0.0 -0.1
H 2.5061 -2.7081 4.0699 0.0 0.0 0.0
H 1.4246 -4.0119 4.6034 0.1 0.0 0.0

No. 3
13
Properties=species:S:1:pos:R:3:forces:R:3 method="wB97M-V/def2-TZVPD" e_above_lowest_kj_mol=332.9 energy_ha=-319.90484 spin_multiplicity=1 total_charge=+1 gap_ev=8.9 lumo_energy_ev=-6.128
C -0.4761 -2.0887 0.5427 -3.0 0.6 -1.0
C -2.8741 1.6780 -0.6772 -0.3 0.4 -0.3
C 2.5402 1.7734 -0.3733 -0.7 1.4 1.2
C 1.2777 -0.2941 0.0082 -4.1 -5.4 0.6
N 0.6632 -1.3237 0.1524 2.4 3.3 0.8
N -2.0428 0.9066 -0.8751 -0.5 0.5 0.4
N 1.9524 0.6835 -0.1953 2.1 1.3 -0.6
H -0.2493 -3.0759 0.9262 0.5 0.2 0.3
H -1.3455 -1.5547 1.1343 2.3 -0.6 -0.8
H -3.6613 2.4483 -0.5707 0.9 -1.0 0.0
H -0.9861 -2.2559 -0.4302 0.2 -0.2 0.4
H 1.8957 2.6633 -0.3259 0.3 -0.1 -0.4
H 3.6194 1.9429 -0.3202 -0.1 -0.6 -0.5

No. 4
35
Properties=species:S:1:pos:R:3:forces:R:3 method="wB97M-V/def2-TZVPD" e_above_lowest_kj_mol=14.3 energy_ha=-3265.32483 spin_multiplicity=1 smiles="CC(C)=O.CC(C)=O.ClCCl.ClCCl.ClCCl" gap_ev=9.7 lumo_energy_ev=0.453
C 7.0193 -3.1992 0.3320 0.0 -0.7 -0.2
Cl 5.6158 -2.2361 0.8270 0.3 0.1 -0.3
Cl 6.9838 -3.7952 -1.3586 -0.2 0.3 0.4
H 7.9543 -2.6635 0.4320 -0.2 0.4 0.1
H 7.0129 -4.0736 0.9710 0.1 0.0 0.0
C 2.2036 -1.5036 -0.6450 0.6 0.1 -0.2
Cl 0.6128 -2.2727 -0.5759 0.1 0.2 0.1
Cl 2.1694 0.2476 -0.9384 -0.2 -0.2 -0.2
H 2.7839 -1.5805 0.2654 -0.5 -0.5 0.3
H 2.7338 -2.0128 -1.4420 0.0 0.3 -0.1
C 0.1632 -1.0071 2.5823 0.4 -0.6 1.4
Cl 1.5329 -2.1793 2.6848 -0.5 0.3 -0.2
Cl -0.6389 -0.9694 4.1900 0.1 0.2 -0.4
H 0.6215 -0.0470 2.3916 -0.3 0.1 -0.2
H -0.5946 -1.3424 1.8915 0.3 0.0 -0.3
C -1.4397 3.4695 0.4575 -0.6 -0.5 0.4
C -0.2444 3.8609 -0.3571 0.3 0.0 -0.1
O 0.5784 4.6123 0.1094 0.1 0.4 0.0
C 0.0313 3.1687 -1.6800 -0.1 -0.2 0.4
H -2.2999 3.0135 -0.0318 0.3 0.2 -0.5
H -1.7974 4.2820 1.0866 0.3 0.1 0.0
H -1.0890 2.6716 1.1248 0.1 0.1 0.1
H 0.2628 3.8689 -2.4802 -0.3 0.2 0.0
H -0.7832 2.4923 -1.9306 0.1 0.0 -0.3
H 0.9547 2.6068 -1.5325 -0.1 -0.1 0.0
C -5.3441 -0.4457 -0.4084 0.1 -0.6 -0.4
C -3.9273 0.0197 -0.5246 0.0 1.0 0.2
O -3.6651 1.2022 -0.4507 0.0 0.0 0.1
C -2.8338 -0.9387 -0.8570 0.7 -0.5 0.1
H -6.0291 0.3929 -0.3541 0.0 0.1 0.1
H -5.4780 -1.1211 0.4374 0.0 0.0 0.0
H -5.5251 -1.0282 -1.3186 -0.3 0.0 0.1
H -2.7243 -0.9480 -1.9444 -0.1 -0.2 0.0
H -2.9442 -1.9569 -0.4814 -0.4 0.0 -0.2
H -1.8761 -0.5880 -0.4718 -0.1 0.3 0.0

No. 5
26
Properties=species:S:1:pos:R:3:forces:R:3 method="wB97M-V/def2-TZVPD" e_above_lowest_kj_mol=621.0 energy_ha=-664.33732 spin_multiplicity=1 gap_ev="7.4 / 7.4" lumo_energy_ev="-1.334 / -1.334"
C -0.2504 1.1195 1.4445 0.0 0.1 -0.8
C 0.8595 0.8432 0.3552 0.3 0.4 1.0
C -0.6690 -0.8223 -0.4288 -0.5 3.0 0.5
C 2.1233 0.3183 1.0269 0.1 0.0 0.1
C 0.9448 -0.5429 -2.9959 0.0 0.3 0.0
C -2.4588 0.2616 2.0488 -0.2 0.1 0.4
C 0.3637 0.5261 -2.0761 0.1 -0.3 -0.7
N -1.4259 0.6053 1.1566 0.4 -1.4 -2.2
N 0.3110 0.0311 -0.7085 -0.5 -0.9 0.1
N -0.7030 -1.7239 0.6559 -0.2 -1.1 1.2
O 0.0387 1.8780 2.3519 0.3 0.2 0.7
O -1.7973 -2.2380 0.8631 0.1 -0.2 -0.4
O 0.2945 -1.9448 1.3172 0.1 -0.1 -0.1
H 1.1010 1.8231 -0.0747 -0.1 -0.2 0.0
H -1.4445 -1.0099 -1.1613 0.1 -0.2 0.0
H 1.9700 -0.6728 1.4445 0.1 0.2 -0.1
H 2.3766 1.0031 1.8342 0.0 0.0 0.0
H 2.9445 0.2895 0.3113 0.1 0.0 0.0
H 1.9414 -0.8240 -2.6623 0.1 0.0 0.0
H 0.3188 -1.4320 -2.9996 0.0 -0.1 0.0
H 1.0115 -0.1616 -4.0114 0.0 0.0 -0.1
H -2.6729 -0.8190 1.9598 0.0 0.2 0.1
H -2.1698 0.4700 3.0845 -0.1 0.0 0.0
H -3.3677 0.8008 1.7770 -0.1 0.0 0.2
H 0.9994 1.4112 -2.0996 -0.1 -0.1 0.1
H -0.6392 0.8105 -2.4131 0.0 0.1 0.1

No. 6
70
Properties=species:S:1:pos:R:3:forces:R:3 method="wB97M-V/def2-TZVPD" s2=1.020 e_above_lowest_kj_mol=89.3 energy_ha=-5985.95936 spin_multiplicity=2 total_charge=+1 gap_ev="8.0 / 7.6" lumo_energy_ev="-2.877 / -2.829"
Mn -0.3675 0.2315 0.0204 0.0 -0.2 0.2
O 1.6142 0.8192 3.4024 0.0 0.0 -0.1
C 1.3303 0.5194 2.2676 0.4 0.2 0.1
O 0.1420 0.1402 1.8771 -0.5 0.0 -0.1
C 2.4096 0.5799 1.1512 -0.1 0.0 0.0
P 1.8266 -0.5376 -0.1750 0.1 0.0 0.3
C 2.7679 -0.2923 -1.7027 0.0 0.1 0.0
C 2.7295 -1.2917 -2.6760 0.0 0.0 0.1
C 3.2407 -1.0563 -3.9406 0.1 0.0 0.0
C 3.7971 0.1778 -4.2486 0.0 0.0 0.0
C 3.8429 1.1736 -3.2851 0.0 0.0 0.0
C 3.3238 0.9446 -2.0192 0.0 -0.1 0.1
C 2.3016 -2.1863 0.4390 0.0 0.1 -0.1
C 3.6066 -2.6556 0.2843 0.0 0.0 0.0
C 3.9747 -3.8830 0.8091 0.0 0.0 0.0
C 3.0451 -4.6516 1.4975 0.0 0.0 0.0
C 1.7505 -4.1857 1.6656 0.0 0.0 0.0
C 1.3787 -2.9587 1.1385 -0.1 0.1 0.0
H 3.3928 0.3475 1.5596 -0.1 0.0 0.0
H 2.4123 1.6058 0.7751 0.0 0.0 0.0
H 2.2943 -2.2573 -2.4449 0.0 0.0 0.0
H 3.2059 -1.8387 -4.6867 0.0 0.0 0.0
H 4.1990 0.3601 -5.2364 0.0 0.0 0.0
H 4.2845 2.1332 -3.5178 0.0 0.0 0.0
H 3.3526 1.7359 -1.2815 0.0 0.0 0.0
H 4.3361 -2.0611 -0.2510 0.0 0.0 0.0
H 4.9888 -4.2391 0.6854 0.0 0.0 0.0
H 3.3339 -5.6093 1.9085 0.0 0.0 0.0
H 1.0293 -4.7759 2.2149 0.0 0.0 0.0
H 0.3749 -2.5809 1.2964 0.1 0.0 0.0
Br -0.2279 -2.5522 -4.4319 0.0 -0.1 0.0
C 0.2044 -1.0159 -5.4401 -0.1 -0.2 0.1
C 0.6517 -1.2085 -6.7402 0.0 0.0 0.0
C 0.9929 -0.1188 -7.5218 0.0 0.0 0.0
C 0.8858 1.1628 -7.0017 0.0 -0.1 -0.1
C 0.4417 1.3452 -5.7049 -0.1 0.2 0.2
C 0.0906 0.2592 -4.9157 0.2 0.0 0.2
I -0.5222 0.6862 -2.9367 -0.2 0.2 -0.6
H 0.7307 -2.2130 -7.1307 0.0 0.0 0.0
H 1.3410 -0.2739 -8.5331 0.0 0.0 0.0
H 1.1512 2.0220 -7.6014 0.0 0.0 0.0
H 0.3688 2.3422 -5.2934 0.0 0.0 0.0
C -2.7420 -1.0324 2.1838 0.0 0.0 0.0
C -2.3066 -1.8343 1.0107 0.2 0.1 -0.1
N -1.4695 -1.4739 0.0393 -0.3 -0.2 0.3
C -1.3669 -2.5544 -0.8136 0.0 0.0 -0.1
C -2.1465 -3.5664 -0.3618 0.1 0.0 -0.2
N -2.7318 -3.0954 0.7852 0.0 0.1 0.1
H -2.0293 -0.2334 2.3706 0.0 0.0 0.0
H -2.7717 -1.6593 3.0750 0.0 0.0 0.0
H -3.7415 -0.6213 2.0241 0.0 0.0 0.0
H -0.7300 -2.5195 -1.6775 0.0 0.0 -0.1
H -2.3245 -4.5570 -0.7354 0.0 0.0 0.0
H -3.3614 -3.6045 1.3822 0.0 0.0 0.0
C -0.7384 4.9459 0.9492 0.1 0.1 0.0
N -1.6539 3.8914 0.5240 0.0 -0.1 0.0
C -2.9860 4.0850 0.3708 -0.1 -0.1 0.0
C -3.8167 3.0968 -0.0378 0.0 0.1 0.0
C -3.2475 1.8119 -0.2647 0.2 0.1 0.2
N -1.9477 1.6220 -0.0626 0.0 0.0 -0.1
C -1.1212 2.6565 0.2470 0.2 -0.1 -0.1
O 0.0961 2.4351 0.2610 -0.2 0.0 -0.1
N -3.9798 0.7668 -0.6499 0.0 -0.1 -0.1
H -1.2951 5.8729 1.0507 0.0 0.0 0.0
H 0.0477 5.0635 0.2062 0.0 0.0 0.0
H -0.2878 4.6747 1.9024 0.0 0.0 0.0
H -3.3427 5.0827 0.5833 0.0 0.0 0.0
H -4.8701 3.2784 -0.1723 0.0 0.0 0.0
H -4.9456 0.8813 -0.9010 0.0 0.0 0.0
H -3.5075 -0.0893 -0.9007 0.0 0.0 0.0

No. 7
12
Properties=species:S:1:pos:R:3:forces:R:3 method="wB97M-V/def2-TZVPD" e_above_lowest_kj_mol=337.0 energy_ha=-464.97230 spin_multiplicity=1 smiles="Nc1nncc(=O)nn1" gap_ev=8.4 lumo_energy_ev=-0.895
C 0.7637 0.5686 0.3346 -0.6 -2.6 -0.5
C -0.7749 -1.8022 -0.3736 1.1 -0.6 0.8
C -1.4871 -0.3943 -0.7666 -0.4 -0.4 1.1
H 1.0029 2.5743 0.6896 1.9 -2.7 -0.8
H 2.5315 1.4877 0.1192 -3.0 1.1 0.6
H -1.2996 -2.8541 0.0070 1.2 3.0 -1.5
N 1.4767 1.6321 0.3770 3.6 5.2 0.4
N 1.2356 -0.4590 -0.3346 -2.7 -1.7 1.1
N 0.5099 -1.7162 -0.1150 -1.3 1.0 -0.8
N -1.4117 0.2190 0.5793 -1.1 0.2 -0.3
N -0.4072 0.6621 1.1528 -0.3 -1.1 -1.5
O -2.1398 0.0820 -1.6696 1.7 -1.4 1.5

No. 8
8
Properties=species:S:1:pos:R:3:forces:R:3 method="wB97M-V/def2-TZVPD" s2=6.031 e_above_lowest_kj_mol=0.0 energy_ha=-1428.97433 spin_multiplicity=5 total_charge=+1 gap_ev="7.6 / 7.7" lumo_energy_ev="-6.129 / -6.079"
O 0.3950 -1.1570 -0.0139 2.3 -1.6 0.2
C -0.4624 -0.2326 -0.2623 -3.0 1.9 0.2
O -1.6677 -0.4919 -0.3489 1.6 -0.4 0.1
Li -1.2292 -2.2753 0.4693 -0.3 0.3 -0.3
Cr 2.2737 -0.4608 0.0367 -1.7 1.5 -0.1
O -0.7250 2.1057 0.2297 1.7 -1.7 -1.1
O 1.3438 1.2817 -0.0276 3.2 -1.3 -0.2
C 0.0719 1.2301 -0.0830 -3.8 1.2 1.2